Entry 1:
ORCA calculation (ωB97M-V/def2-TZVPD) on a molecular structure, C37H44BaIN6O4S2Si.

Each line ends with the Mulliken charge.
CARTESIAN COORDINATES (ANGSTROEM)
Ba: -0.1698 -0.2263 -2.3233  1.03
C: 6.6765 -1.3907 -2.9364  -1.20
C: 5.1732 -1.3970 -2.9581  0.96
C: 4.4475 -2.5797 -2.8418  -1.00
C: 3.0688 -2.4491 -2.8572  0.03
N: 2.4696 -1.2790 -2.9842  0.09
C: 3.2475 -0.1798 -3.1441  0.04
S: 2.3778 1.2966 -3.3669  -0.44
N: 4.5885 -0.2161 -3.1083  -0.58
H: 7.0762 -2.3622 -2.6455  0.34
H: 7.0309 -0.6271 -2.2453  0.31
H: 7.0570 -1.1338 -3.9259  0.28
H: 4.9307 -3.5412 -2.7403  0.37
H: 2.4117 -3.3083 -2.7578  0.20
C: -2.5185 4.3834 1.2793  -0.72
C: -2.2709 4.8293 -0.1586  -0.46
C: -1.7516 3.6912 -1.0256  0.03
N: -0.4101 3.2767 -0.6424  1.05
C: 0.7037 3.7536 -1.1937  -0.21
S: 0.7681 4.8417 -2.4517  -0.39
N: 1.8913 3.2268 -0.6450  0.36
C: 2.1430 3.0047 0.6809  0.03
O: 2.9716 2.1853 1.0400  -0.67
C: 1.4167 3.8405 1.6921  0.47
C: 1.1631 5.1913 1.4934  -0.05
C: 0.5780 5.9384 2.5060  -0.69
C: 0.2216 5.3357 3.7048  -0.53
C: 0.4600 3.9806 3.8953  -0.44
C: 1.0684 3.2371 2.8945  -0.56
H: -2.8487 5.2166 1.9022  0.41
H: -1.6104 3.9771 1.7273  -0.10
H: -3.2911 3.6102 1.3078  0.23
H: -1.5475 5.6484 -0.1918  0.25
H: -3.2016 5.1965 -0.5979  0.45
H: -1.7247 3.9822 -2.0745  0.68
H: -2.3922 2.8124 -0.9362  -1.15
H: -0.3015 2.4856 -0.0185  -0.27
H: 2.4247 2.6460 -1.2892  0.15
H: 1.4308 5.6669 0.5574  0.47
H: 0.3947 6.9938 2.3484  0.42
H: -0.2488 5.9193 4.4862  0.38
H: 0.1759 3.5004 4.8230  0.45
H: 1.2836 2.1879 3.0447  0.50
C: 0.3196 -3.1432 2.5436  -1.24
N: 1.1584 -1.9991 2.1801  -0.41
N: 0.4166 -0.8779 1.8106  1.54
C: 0.9456 -0.3098 0.6881  -0.84
O: 0.4701 0.7089 0.1459  -0.45
C: 2.0602 -1.1296 0.3145  0.27
C: 2.1085 -2.1648 1.1814  0.10
C: 2.9487 -3.3901 1.1431  -1.72
C: -0.4687 -0.2468 2.7191  -0.79
C: -0.1514 -0.1688 4.0681  0.29
C: -1.0295 0.4642 4.9344  -0.79
C: -2.2069 1.0234 4.4540  -0.72
C: -2.5136 0.9346 3.1026  -0.38
C: -1.6503 0.2928 2.2288  0.14
H: -0.3217 -2.8638 3.3764  0.41
H: 0.9641 -3.9607 2.8577  0.48
H: -0.2890 -3.4486 1.6898  0.24
H: 2.6844 -0.9488 -0.5399  0.49
H: 3.7833 -3.2389 0.4615  0.43
H: 2.3634 -4.2379 0.7775  0.31
H: 3.3350 -3.6358 2.1325  0.41
H: 0.7808 -0.5897 4.4223  0.46
H: -0.7854 0.5256 5.9874  0.41
H: -2.8862 1.5227 5.1326  0.41
H: -3.4356 1.3545 2.7202  0.43
H: -1.9018 0.1918 1.1817  0.25
I: 0.1361 -9.6052 -1.0748  0.03
C: -0.0196 -7.5298 -1.3402  0.08
C: -0.6621 -6.7757 -0.3720  -0.75
C: -0.7490 -5.4013 -0.5535  0.01
C: -0.2109 -4.7978 -1.6817  0.18
C: 0.4099 -5.5825 -2.6456  -0.20
C: 0.5188 -6.9566 -2.4818  -0.69
C: -0.2766 -3.2926 -1.8570  0.73
O: -0.6419 -2.6119 -0.8654  -0.87
O: 0.0829 -2.8390 -2.9726  -0.95
H: -1.0881 -7.2473 0.5023  0.38
H: -1.2528 -4.7806 0.1750  0.41
H: 0.8045 -5.0942 -3.5272  0.46
H: 1.0071 -7.5686 -3.2267  0.37
C: -4.2973 0.6287 -0.4173  -0.71
Si: -3.6882 0.5781 -2.2590  0.26
C: -4.5990 2.1175 -2.9590  -1.14
C: -4.8076 -0.8436 -2.9123  -1.30
H: -5.3913 0.6828 -0.3547  0.55
H: -3.9012 1.4869 0.1384  -0.19
H: -3.9795 -0.2766 0.1106  0.30
H: -5.6613 2.0982 -2.6875  0.35
H: -4.5290 2.1502 -4.0494  0.31
H: -4.1735 3.0514 -2.5805  0.22
H: -5.8614 -0.6939 -2.6473  0.33
H: -4.4866 -1.8025 -2.4966  0.26
H: -4.7452 -0.9246 -4.0011  0.32

Calculated values
Net charge ... -1
F_max ... 0.50 eV/A
LUMO level ... 1.8 eV
Highest occupied orbital energy ... -0.1314 Eh
Kohn-Sham gap ... 5.4 eV
DFT total energy ... -3475.1369 Eh



Entry 2:
ORCA calculation (ωB97M-V/def2-TZVPD) on 11 unconnected molecules or ions with the total composition C37H44F16O29 at a distorted geometry.

Each line ends with the Mulliken charge.
CARTESIAN COORDINATES (ANGSTROEM)
C: -2.6974 -2.4174 4.1293  0.28
C: -4.1549 -2.4261 3.6446  0.60
O: -4.7646 -1.9945 4.8557  -0.38
C: -4.0177 -2.2413 5.9700  0.57
O: -4.3730 -2.1588 7.1465  -0.60
O: -2.7748 -2.4822 5.5481  -0.39
H: -2.2999 -1.4590 3.7953  -0.04
H: -2.0558 -3.2083 3.7410  0.08
H: -4.4126 -3.4583 3.4073  0.30
H: -4.2971 -1.7455 2.8052  -0.34
C: -2.7994 3.5161 2.9555  -0.09
C: -4.1804 3.4322 3.4905  -0.53
O: -4.6800 2.3171 2.8234  -0.38
C: -3.6994 1.6184 2.1900  0.12
O: -3.8446 0.5119 1.6010  -0.56
O: -2.6029 2.2994 2.2409  0.22
H: -2.0509 3.6789 3.7309  0.27
H: -2.7706 4.3113 2.2105  0.21
H: -4.8294 4.2886 3.3075  0.27
H: -4.3534 3.2526 4.5516  0.27
C: -1.9531 3.4090 -1.6988  0.73
C: -2.8397 4.6074 -1.9864  -0.23
O: -2.2863 5.0085 -3.2297  -0.39
C: -1.0959 4.5358 -3.3915  0.44
O: -0.3708 4.7235 -4.3641  -0.65
O: -0.8018 3.7086 -2.4517  0.10
H: -2.3292 2.4329 -2.0050  -0.43
H: -1.8463 3.4017 -0.6141  -0.20
H: -2.8246 5.3380 -1.1777  0.21
H: -3.8171 4.1374 -2.0949  0.37
C: -1.5874 -1.3671 0.1672  2.37
C: -1.1575 -0.3465 -0.8882  2.24
O: -0.4045 0.6256 -0.2384  0.35
C: -0.0697 0.2520 0.9609  0.04
O: 0.6929 0.8747 1.7262  -0.55
O: -0.6863 -0.9871 1.1993  -0.26
H: -1.4909 -2.3825 -0.2170  -0.67
H: -2.6378 -1.2844 0.4464  -0.96
H: -1.9944 0.1526 -1.3765  -1.92
H: -0.5877 -0.8830 -1.6469  -0.51
C: -0.6334 -0.5237 -5.2870  -0.21
C: -1.0437 -1.5724 -6.2971  -0.44
O: -0.6921 -2.7735 -5.6415  -0.40
C: -0.4775 -2.5580 -4.3658  0.29
O: -0.3270 -3.4012 -3.4944  -0.52
O: -0.5038 -1.2372 -4.0722  0.22
H: -1.4497 0.1940 -5.2049  0.22
H: 0.2973 0.0083 -5.4839  0.27
H: -0.4126 -1.3977 -7.1685  0.31
H: -2.0582 -1.5630 -6.6955  0.27
C: 1.3095 4.2321 2.3943  -0.24
C: 1.8352 4.0299 0.9678  0.63
O: 0.6726 4.4177 0.2449  -0.12
C: -0.1687 5.1664 1.0196  0.59
O: -1.1221 5.8556 0.6089  -0.64
O: 0.2067 5.1183 2.2714  -0.33
H: 2.1367 4.5599 3.0239  0.40
H: 1.0392 3.2928 2.8768  0.16
H: 2.0384 2.9750 0.7828  -0.73
H: 2.6748 4.6355 0.6267  0.40
C: -3.4588 -4.7425 -2.5254  -0.18
C: -2.4658 -5.2341 -1.5616  0.17
O: -2.9943 -4.7766 -0.3398  -0.38
C: -3.8953 -3.7547 -0.5453  0.69
O: -4.3365 -2.9607 0.2817  -0.46
O: -4.2471 -3.7701 -1.8283  -0.32
H: -4.1818 -5.4690 -2.8964  0.29
H: -2.8974 -4.2350 -3.3098  0.04
H: -1.4787 -4.7825 -1.6609  -0.14
H: -2.3967 -6.3218 -1.5519  0.36
C: -5.8064 -0.4132 -0.8750  0.47
C: -5.7308 1.1217 -1.0575  -0.27
O: -4.7071 1.3873 -1.9484  -0.25
C: -4.3250 0.2299 -2.4950  0.57
O: -3.4492 0.1302 -3.3530  -0.58
O: -5.1092 -0.7559 -2.0659  -0.27
H: -6.8371 -0.7678 -0.8730  0.34
H: -5.2276 -0.7177 -0.0030  -0.38
H: -5.5205 1.6117 -0.1068  0.04
H: -6.5884 1.6681 -1.4498  0.31
C: 2.1221 2.2820 -2.0550  1.17
C: 1.8445 1.4034 -3.2026  0.30
O: 3.0754 0.7718 -3.3897  -0.29
C: 4.0356 1.3900 -2.6580  0.53
O: 5.2596 1.1549 -2.7333  -0.67
O: 3.5169 2.3633 -1.9525  -0.35
H: 1.6891 1.8297 -1.1628  -0.77
H: 1.6533 3.2269 -2.3297  0.21
H: 1.5464 1.7838 -4.1796  0.20
H: 1.0650 0.7283 -2.8495  -0.38
C: 7.6997 0.2747 1.3894  -0.95
C: 8.4621 0.3461 0.0680  1.03
C: 8.2354 1.6125 -0.7433  0.56
F: 8.2592 2.7562 -0.0537  -0.28
F: 9.0007 1.6935 -1.8207  -0.29
F: 9.7192 0.2192 0.3924  -0.33
F: 8.1426 -0.7118 -0.6492  -0.27
O: 6.2648 0.4283 1.3040  -0.25
C: 5.6029 0.8781 2.4843  0.75
C: 4.1214 0.3600 2.4233  0.61
F: 4.0702 -1.0114 2.5239  -0.32
F: 3.5213 0.9103 3.4923  -0.27
F: 6.2831 0.5733 3.6153  -0.30
F: 5.6193 2.2218 2.5002  -0.29
H: 8.1225 1.0948 1.9696  0.39
H: 7.8946 -0.6866 1.8648  0.36
H: 7.2294 1.6790 -1.1577  -0.08
H: 3.6245 0.7557 1.5374  -0.15
C: 1.3589 -4.1590 1.4052  -0.59
C: 1.4469 -4.3603 2.9879  0.89
C: 1.6461 -3.0683 3.7872  0.56
F: 0.7775 -2.1338 3.5182  0.00
F: 1.6786 -3.2255 5.1453  -0.34
F: 0.3382 -4.9789 3.4940  -0.32
F: 2.4276 -5.2299 3.3009  -0.32
O: 2.2330 -3.1912 0.8309  -0.23
C: 2.2896 -3.0721 -0.5234  0.82
C: 3.3443 -2.0004 -0.9424  -0.08
F: 3.3047 -1.7339 -2.2298  -0.26
F: 3.1295 -0.8292 -0.3243  -0.16
F: 2.5587 -4.2615 -0.9762  -0.31
F: 1.0528 -2.7754 -0.8992  -0.19
H: 0.3686 -3.7664 1.1746  0.00
H: 1.4736 -5.0814 0.8359  0.53
H: 2.5827 -2.6609 3.4066  -0.23
H: 4.3862 -2.2981 -0.8244  0.25

Calculated values
Net charge ... 0
F_max ... 4.66 eV/A
LUMO level ... 0.1 eV
Highest occupied orbital energy ... -0.3943 Eh
Structure (SMILES) ... FC(F)C(F)(F)COC(F)(F)C(F)F.FC(F)C(F)(F)COC(F)(F)C(F)F.O=C1OCCO1.O=C1OCCO1.O=C1OCCO1.O=C1OCCO1.O=C1OCCO1.O=C1OCCO1.O=C1OCCO1.O=C1OCCO1.O=C1OCCO1
Kohn-Sham gap ... 10.8 eV
DFT total energy ... -5216.1243 Eh